Record 1
{
  "formula": "C21H28N2",
  "method": "ωB97M-V/def2-TZVPD",
  "mol_weight_g_mol": 308.5,
  "total_energy_ha": -925.82425,
  "species": ["C", "H", "H", "H", "C", "N", "C", "C", "C", "C", "C", "C", "C", "H", "H", "H", "H", "H", "H", "H", "C", "C", "C", "N", "C", "C", "H", "H", "H", "H", "C", "C", "C", "C", "C", "C", "C", "H", "H", "H", "H", "H", "H", "H", "H", "H", "H", "H", "H", "H", "H"],
  "coordinates": [[-3.69052, -3.11141, -0.41353], [-3.89374, -2.99891, 0.53383], [-4.21620, -2.39293, -1.14602], [-3.83647, -4.18116, -0.81461], [-2.24379, -2.91235, -0.80508], [-2.09212, -1.44684, -0.19719], [-2.50601, -0.51053, -1.08912], [-3.18013, 0.81241, -0.79131], [-3.06650, 2.08812, -1.30197], [-3.67833, 3.08814, -0.69384], [-4.63374, 3.14504, 0.40352], [-4.83089, 1.77653, 0.82473], [-4.00303, 0.42891, 0.28833], [-4.11033, -0.28954, 0.85754], [-5.40601, 1.51162, 1.63359], [-5.19304, 3.74991, 0.92048], [-3.55765, 3.95651, -1.05978], [-2.38013, 2.16399, -1.96039], [-2.98110, -0.76477, -2.03573], [-1.58191, 0.02797, -1.71250], [-0.79744, -1.13969, 0.29971], [0.36460, -1.22244, -0.35528], [1.74571, -1.00632, 0.36595], [1.70839, 0.25814, 1.06479], [0.64920, 0.55421, 1.55228], [-0.57883, 0.27225, 1.02046], [-0.68544, 0.83523, 0.25922], [-1.46660, 0.56478, 1.67454], [0.63654, 1.34731, 2.34405], [0.71183, -0.39217, 2.69132], [3.05751, 0.60619, 1.47343], [4.11581, 0.57893, 0.37693], [3.96328, 1.36692, -0.64394], [4.91158, 1.31955, -1.63167], [6.13354, 0.78552, -1.39234], [6.43067, 0.33526, -0.19784], [5.40977, 0.01353, 0.53577], [5.55923, -0.53958, 1.87762], [7.32946, -0.29150, -0.04707], [6.83481, 1.07529, -2.03813], [4.83610, 1.93158, -2.35519], [2.82753, 1.85450, -0.58238], [3.21310, -0.30702, 2.31290], [2.90206, 1.31724, 2.06505], [2.52522, -1.16446, -0.40431], [1.96385, -1.96486, 1.08244], [0.55481, -0.68810, -1.27016], [0.61911, -2.46114, -0.91775], [-0.66081, -1.78584, 1.09448], [-1.80864, -3.32089, 0.04412], [-1.92433, -2.87316, -1.73995]]
}

Record 2
{
  "formula": "C31H38MnNO2",
  "method": "ωB97M-V/def2-TZVPD",
  "mol_weight_g_mol": 511.6,
  "s2": 3.87,
  "total_energy_ha": -2559.92241,
  "total_charge": 1,
  "spin_multiplicity": 4,
  "species": ["O", "C", "C", "H", "H", "C", "H", "H", "C", "H", "H", "H", "C", "H", "H", "H", "Mn", "C", "C", "C", "H", "C", "C", "H", "H", "H", "H", "C", "C", "C", "H", "C", "C", "H", "H", "H", "H", "O", "C", "C", "H", "H", "C", "H", "H", "C", "H", "H", "H", "H", "C", "C", "C", "C", "C", "C", "N", "C", "C", "C", "C", "C", "C", "H", "H", "H", "H", "H", "H", "H", "H", "H", "H"],
  "coordinates": [[0.03643, -0.47231, -6.06145], [-0.04977, 0.83997, -6.71690], [-0.24789, 0.25763, -8.11394], [0.88911, 1.40829, -6.63597], [-0.91265, 1.41744, -6.35919], [-0.08398, -1.10042, -7.38778], [0.53974, 0.49235, -8.82903], [-1.23765, 0.42583, -8.53463], [1.18641, -1.79705, -7.82361], [2.05142, -1.11742, -7.84053], [1.05572, -2.17478, -8.84473], [1.39181, -2.65768, -7.17535], [-1.29869, -1.99176, -7.47847], [-2.21428, -1.45405, -7.19207], [-1.14963, -2.86845, -6.83416], [-1.41184, -2.33907, -8.51335], [-0.63477, -1.09941, 1.98812], [-2.45009, -1.45517, 2.93223], [-2.16744, -0.04183, 3.05545], [-2.06908, 0.51073, 1.73266], [-2.11348, 0.53088, 3.97730], [-2.28699, -0.54514, 0.78531], [-2.54847, -1.75196, 1.52011], [-2.84651, -2.69337, 1.06453], [-2.61878, -2.13784, 3.76399], [-1.95900, 1.56324, 1.47968], [-2.35463, -0.40120, -0.29030], [0.56139, -2.36324, 3.20774], [-0.23156, -3.12957, 2.26695], [0.15531, -2.72952, 0.93255], [-0.92945, -3.91861, 2.53043], [1.18631, -1.73335, 1.04642], [1.44708, -1.52355, 2.44102], [2.25566, -0.90468, 2.82284], [0.55396, -2.46662, 4.28813], [-0.17622, -3.17070, -0.00099], [1.74055, -1.27317, 0.24170], [0.17507, -0.00328, -0.95450], [-0.31656, -0.89701, -1.97045], [-0.66503, -0.05398, -3.19296], [-1.16403, -1.48139, -1.58311], [0.47920, -1.62867, -2.18371], [0.18092, 1.22129, -2.98665], [-1.72961, 0.21774, -3.16622], [-0.44367, -0.57893, -4.12695], [0.26953, 1.32405, -1.46576], [-0.23570, 2.12546, -3.45027], [1.19049, 1.01544, -3.37918], [-0.55454, 1.94442, -1.07586], [1.20261, 1.74309, -1.07566], [0.64557, 4.87215, 2.79978], [0.55216, 3.90600, 1.79152], [0.55445, 2.55695, 2.10114], [0.59491, 2.11359, 3.45951], [0.72828, 3.12278, 4.46293], [0.74649, 4.47461, 4.13310], [0.41931, 0.79899, 3.77371], [0.77436, 0.30088, 5.01405], [2.09106, 0.47141, 5.52286], [2.44087, -0.00691, 6.78070], [1.48969, -0.64797, 7.58197], [0.19233, -0.84594, 7.09347], [-0.15180, -0.41670, 5.82038], [0.63237, 5.93808, 2.54569], [0.46243, 4.20914, 0.74584], [0.49303, 1.79393, 1.31164], [0.76824, 2.80752, 5.51118], [0.82502, 5.20945, 4.93804], [2.80848, 1.00596, 4.90322], [3.46106, 0.14708, 7.13582], [1.75014, -0.97967, 8.59390], [-0.56565, -1.33393, 7.71219], [-1.15956, -0.58005, 5.43396]]
}

Record 3
{
  "formula": "C3H10N4",
  "method": "ωB97M-V/def2-TZVPD",
  "mol_weight_g_mol": 102.1,
  "total_energy_ha": -338.62414,
  "total_charge": 2,
  "species": ["C", "C", "C", "N", "N", "N", "N", "H", "H", "H", "H", "H", "H", "H", "H", "H", "H"],
  "coordinates": [[-0.62239, -0.33056, -0.98724], [0.10639, 0.17154, 1.02082], [0.66450, 0.21942, -0.83017], [-1.08857, -1.53825, -1.03815], [0.20397, -0.92432, 1.68357], [-0.15947, 1.33625, 1.50251], [1.06979, 1.45840, -1.11519], [-1.41414, 0.51532, -1.29864], [1.33533, -0.60658, -0.98795], [-2.02538, -1.82888, -1.06775], [0.17581, -1.88275, 1.25744], [0.51901, -1.10535, 2.60756], [-0.03450, 2.18302, 0.92506], [-0.68508, 1.37022, 2.41877], [-0.50593, -2.39080, -0.88437], [0.42652, 1.87267, -1.76493], [2.03416, 1.48066, -1.44135]]
}

Record 4
{
  "formula": "C3H2O3",
  "method": "ωB97M-V/def2-TZVPD",
  "mol_weight_g_mol": 86.0,
  "total_energy_ha": -341.11995,
  "species": ["O", "C", "C", "O", "C", "O", "H", "H"],
  "coordinates": [[-2.40744, 0.57336, 0.26331], [-1.30624, 0.58064, 0.74256], [-0.06752, -0.01131, -0.03186], [0.26110, 0.70177, -0.97258], [1.25204, -0.84451, -0.42333], [2.34226, -0.60968, 0.00513], [-1.07653, 1.10906, 1.68705], [1.00232, -1.49933, -1.27028]]
}

ΔE to the lowest compared entry with this formula, charge and spin per entry: 1795.1, 0.0, 238.6, 306.8 kJ/mol